The following is a quantum chemistry calculation of 4 unconnected molecules or ions with the total composition C28H47BrN5O6PS, from OMol25.

Cartesian coordinates (Å):
C  3.458  5.166  -1.124
C  2.979  6.338  -1.559
C  1.544  6.734  -1.437
O  1.067  7.248  -0.464
O  0.791  6.549  -2.542
C  0.877  5.285  -3.229
C  -0.535  4.807  -3.601
C  -0.804  3.424  -3.000
C  -2.242  2.967  -3.194
C  -2.596  1.575  -2.610
C  -1.515  0.929  -1.725
C  -2.120  -0.206  -0.901
O  -1.261  -1.315  -0.659
C  -0.050  -1.101  0.026
C  0.275  -2.473  0.688
N  -0.907  -3.131  1.258
C  1.106  -0.774  -0.944
O  2.343  -1.210  -0.396
C  3.349  -1.435  -1.314
S  3.178  -3.108  -2.051
Br  5.016  -1.260  -0.232
O  3.326  -0.459  -2.259
C  4.114  -0.627  -3.449
C  3.266  -1.023  -4.644
P  -0.111  0.257  1.328
N  1.497  0.256  1.906
O  -0.989  -0.414  2.581
H  3.058  4.661  -0.249
H  4.303  4.694  -1.612
H  3.650  7.077  -1.990
H  1.352  4.538  -2.593
H  1.518  5.396  -4.107
H  -1.235  5.543  -3.206
H  -0.609  4.761  -4.690
H  -0.083  2.724  -3.433
H  -0.589  3.509  -1.932
H  -2.435  2.940  -4.271
H  -2.934  3.714  -2.797
H  -2.758  0.893  -3.449
H  -3.526  1.608  -2.037
H  -0.751  0.506  -2.378
H  -1.067  1.666  -1.060
H  -2.946  -0.622  -1.483
H  -2.580  0.168  0.021
H  1.101  -2.385  1.393
H  0.639  -3.116  -0.122
H  -1.631  -2.453  1.453
H  -0.656  -3.511  2.164
H  1.138  0.297  -1.160
H  0.866  -1.303  -1.872
H  3.623  -3.854  -1.035
H  4.955  -1.303  -3.294
H  4.549  0.355  -3.646
H  3.052  -2.094  -4.628
H  3.800  -0.820  -5.570
H  2.301  -0.518  -4.615
H  1.436  0.445  2.904
H  1.957  -0.648  1.818
H  -1.630  0.235  2.891
C  -5.080  -2.241  4.902
C  -4.173  -2.360  5.991
C  -2.906  -2.260  5.478
N  -3.012  -2.088  4.128
C  -4.331  -2.073  3.767
H  -6.156  -2.275  4.948
H  -4.423  -2.505  7.030
H  -1.943  -2.298  5.959
H  -2.236  -1.985  3.494
H  -4.624  -1.946  2.739
C  6.954  -5.612  -3.620
C  8.188  -4.951  -3.877
C  8.166  -3.763  -3.195
N  6.967  -3.679  -2.540
C  6.228  -4.796  -2.795
H  6.639  -6.570  -3.998
H  8.998  -5.309  -4.490
H  8.897  -2.977  -3.119
H  6.666  -2.920  -1.955
H  5.256  -4.919  -2.359
C  -8.742  0.430  6.661
C  -8.500  0.223  8.046
C  -7.172  -0.085  8.185
N  -6.606  -0.077  6.941
C  -7.553  0.239  6.007
H  -9.679  0.688  6.199
H  -9.217  0.293  8.846
H  -6.587  -0.310  9.059
H  -5.642  -0.276  6.737
H  -7.301  0.300  4.963

The energy comes out at -139697.41162 eV. The SMILES is C=CC(=O)OCCCCCCCO[C@@](CN)(CO[C@](S)(Br)OCC)P(N)O.c1cc[nH]c1.c1cc[nH]c1.c1cc[nH]c1. As for the total charge: 0. The gap between HOMO and LUMO comes out at 0.304 Ha. Its spin multiplicity is 1. For the LUMO energy, the calculation gives 0.0054 Eh.